Formula: C6H11NO
Source: the Open Molecules 2025 dataset
Level of theory: wB97M-V/def2-TZVPD

The LUMO energy comes out at 1.06 eV. The calculation puts the energy above the lowest of the compared OMol25 structures with the same formula, charge and spin at 266.8 kJ/mol. For the HOMO-LUMO gap, the calculation gives 9.957 eV.

Geometry as ORCA input:
```
! wB97M-V def2-TZVPD RIJCOSX def2/J DEFGRID3
* xyz 0 1
C 0.21424 2.42953 1.71442
O -0.24840 -3.18792 -1.81070
C -0.37357 -1.02556 -0.74077
H -1.14811 0.91176 1.11828
H 1.77646 -0.95935 -0.45161
C 0.86317 -0.34099 -0.32292
H 2.00874 0.42173 1.30084
C -0.17658 -1.99948 -1.98831
H -0.72660 -1.78594 0.05635
H -0.33791 -1.63262 -2.99877
N -1.43493 -0.12119 -1.16401
H 0.49685 -0.88753 1.75128
H -1.09741 0.84621 -1.19523
H 1.07546 0.63149 -0.84029
C 0.81856 0.01710 1.14888
H -0.45382 3.20731 1.82074
H -2.38864 -0.30703 -0.83466
H 1.23718 2.60356 2.04588
C -0.10472 1.17892 1.39058
*
```